{
  "formula": "C37H45AsN8OSTi",
  "method": "ωB97M-V/def2-TZVPD",
  "elements": ["Ti", "C", "C", "C", "C", "C", "C", "N", "C", "C", "C", "C", "C", "C", "N", "N", "C", "C", "C", "C", "C", "N", "H", "H", "H", "H", "H", "H", "H", "H", "H", "H", "H", "H", "H", "C", "N", "C", "C", "C", "C", "C", "N", "C", "C", "C", "C", "C", "C", "H", "H", "H", "H", "H", "H", "H", "H", "H", "H", "H", "C", "As", "C", "C", "O", "H", "H", "H", "H", "H", "H", "H", "H", "H", "C", "N", "C", "C", "S", "N", "C", "C", "H", "H", "H", "H", "H", "H", "H", "H", "H", "H", "H", "H"],
  "xyz": [[1.835835, -0.596903, 0.665378], [-0.581687, 4.408848, 0.833407], [-0.296829, 4.082816, -0.484300], [0.593565, 3.065264, -0.794076], [1.254382, 2.365272, 0.221867], [0.943198, 2.693846, 1.551995], [0.033782, 3.693299, 1.852924], [2.135974, 1.309232, 0.033272], [3.130163, 1.276571, -0.930252], [3.378709, 2.170760, -1.978009], [4.476980, 1.981052, -2.808131], [5.354948, 0.919226, -2.619890], [5.143310, 0.024049, -1.581457], [4.038239, 0.195921, -0.759012], [3.695591, -0.615616, 0.309379], [4.648989, -1.239203, 1.054586], [4.116989, -1.427815, 2.249050], [4.825954, -2.114420, 3.285395], [4.294290, -2.203172, 4.528074], [3.021635, -1.625335, 4.793833], [2.356824, -1.045095, 3.760069], [2.845889, -0.948240, 2.498209], [-1.268313, 5.214271, 1.063586], [-0.792108, 4.610883, -1.292146], [0.728385, 2.773495, -1.825283], [1.464933, 2.169800, 2.345741], [-0.174367, 3.930852, 2.889531], [2.750370, 3.033839, -2.129506], [4.653446, 2.690364, -3.608216], [6.211661, 0.796815, -3.270911], [5.826577, -0.791787, -1.384639], [5.787632, -2.535665, 3.026068], [4.832777, -2.714613, 5.316238], [2.582036, -1.658598, 5.780057], [1.369505, -0.621555, 3.901610], [-1.104987, -0.482378, 2.173595], [0.043753, -1.262522, 1.715692], [0.118963, -2.524669, 2.008079], [1.158730, -3.314260, 1.470491], [1.646148, -4.556897, 1.878552], [2.805779, -4.776313, 1.129470], [2.971141, -3.650132, 0.317198], [1.972505, -2.769276, 0.491096], [-2.440805, -1.118297, 1.881928], [-2.675591, -1.740037, 0.659308], [-3.920556, -2.271278, 0.367234], [-4.952066, -2.187645, 1.293819], [-4.727275, -1.572170, 2.515854], [-3.475248, -1.045730, 2.807787], [-1.059100, 0.487240, 1.669122], [-1.017909, -0.287007, 3.248721], [-0.608758, -2.993518, 2.670958], [1.224748, -5.190739, 2.644428], [3.468135, -5.626285, 1.172646], [3.780095, -3.441457, -0.366940], [-1.876524, -1.778604, -0.069134], [-4.095843, -2.743950, -0.591346], [-5.925207, -2.602931, 1.063694], [-5.520829, -1.508249, 3.250003], [-3.297770, -0.570615, 3.766781], [-0.498915, -1.254514, -3.632466], [0.691560, -1.896951, -2.278326], [2.437003, -2.102983, -3.038297], [0.025237, -3.598363, -1.671284], [0.774712, -0.694748, -1.122657], [-0.594151, -1.999727, -4.422314], [-0.095010, -0.328091, -4.035248], [-1.466724, -1.042893, -3.180601], [2.453660, -2.939800, -3.736322], [3.145789, -2.270367, -2.230672], [2.700644, -1.177381, -3.548021], [-0.632462, -4.005568, -2.439679], [-0.525830, -3.458840, -0.745496], [0.856057, -4.272318, -1.475482], [-2.888568, 2.445340, -3.728783], [-3.635430, 2.813335, -2.542732], [-5.051504, 3.033318, -2.809913], [-3.250584, 2.283672, -1.330800], [-2.148324, 1.047490, -1.191208], [-3.830749, 2.849527, -0.239504], [-3.693492, 2.217055, 1.059433], [-4.215262, 4.251478, -0.197192], [-3.135897, 3.153611, -4.520628], [-3.134192, 1.433244, -4.069680], [-1.822253, 2.486301, -3.523489], [-5.462029, 2.190058, -3.377208], [-5.192649, 3.943436, -3.396280], [-5.610362, 3.122485, -1.885184], [-3.745456, 1.135532, 0.955448], [-4.512440, 2.559851, 1.694000], [-2.737701, 2.479086, 1.529553], [-3.967945, 4.737578, -1.136428], [-3.662847, 4.745331, 0.605638], [-5.284682, 4.374078, -0.001652]],
  "atomic_forces_ev_per_a": [[0.4, 0.4, -0.4], [0.0, 0.0, 0.0], [0.0, 0.0, 0.0], [0.0, 0.0, 0.0], [-0.3, 0.1, 0.1], [0.0, 0.0, -0.1], [0.0, 0.0, 0.0], [0.0, -0.2, -0.1], [0.0, 0.0, 0.0], [0.1, 0.0, 0.0], [-0.1, 0.1, 0.0], [0.1, -0.1, 0.0], [0.0, 0.1, 0.0], [0.0, 0.1, -0.2], [-0.2, -0.2, -0.1], [-0.1, 0.0, 0.1], [0.1, -0.2, 0.0], [0.1, 0.1, -0.1], [0.0, 0.0, -0.1], [0.0, 0.0, 0.0], [-0.1, 0.1, 0.1], [-0.2, -0.1, -0.1], [0.0, 0.0, 0.0], [0.0, 0.0, 0.0], [0.0, 0.0, 0.0], [0.0, 0.0, 0.0], [0.0, 0.0, 0.0], [0.0, 0.0, 0.0], [0.0, 0.0, 0.0], [0.0, 0.0, 0.0], [0.0, 0.0, 0.0], [0.0, 0.0, 0.1], [0.0, 0.0, 0.0], [0.0, 0.0, 0.0], [0.0, 0.0, 0.1], [0.1, 0.1, 0.1], [0.2, -0.1, -0.1], [-0.1, 0.0, 0.0], [-0.1, 0.0, 0.1], [0.1, -0.1, -0.2], [-0.1, 0.0, 0.0], [-0.1, 0.0, -0.1], [0.0, 0.2, 0.4], [-0.1, 0.0, 0.1], [0.0, 0.0, 0.0], [0.0, 0.0, 0.0], [0.0, 0.0, 0.0], [0.0, 0.0, 0.0], [0.1, 0.0, 0.0], [0.0, 0.0, 0.0], [0.0, 0.0, 0.0], [-0.1, 0.0, 0.0], [0.0, 0.0, 0.0], [0.0, 0.0, 0.0], [0.0, 0.0, 0.0], [0.0, 0.0, 0.0], [0.0, 0.0, 0.0], [0.0, 0.0, 0.0], [0.0, 0.0, 0.0], [0.0, 0.0, 0.0], [0.0, -0.1, -0.1], [0.2, 0.1, 0.2], [-0.1, -0.1, -0.1], [-0.1, 0.0, -0.1], [0.1, 0.0, 0.3], [0.0, 0.0, 0.0], [0.0, 0.0, 0.0], [0.0, 0.0, 0.0], [0.0, 0.0, 0.0], [0.0, 0.0, 0.0], [0.0, 0.0, 0.0], [0.0, 0.0, 0.0], [0.0, 0.1, 0.0], [0.0, 0.0, 0.0], [0.0, 0.0, 0.0], [0.0, 0.0, 0.0], [0.0, 0.0, 0.0], [-0.1, 0.0, 0.1], [0.1, -0.2, -0.1], [0.0, 0.0, 0.0], [0.0, 0.0, 0.0], [0.0, 0.0, 0.0], [0.0, 0.0, 0.0], [0.0, 0.0, 0.0], [0.0, 0.0, 0.0], [0.0, 0.0, 0.0], [0.0, 0.0, 0.0], [0.0, 0.0, 0.0], [0.0, 0.0, 0.0], [0.0, 0.0, 0.0], [0.0, 0.0, 0.0], [0.0, 0.0, 0.0], [0.0, 0.0, 0.0], [0.0, 0.0, 0.0]],
  "mulliken_charge": [-1.8056, -0.5924, -1.0667, 0.0404, 0.1215, 0.0175, -0.8709, 0.4859, 1.4606, -1.4352, -0.8881, -0.6749, -0.3325, -0.6166, 2.1335, -1.4755, 0.4225, -0.9294, -0.2219, -0.9900, -0.2772, 0.6238, 0.5071, 0.3234, 0.4528, 0.5231, 0.4345, 0.5760, 0.4139, 0.3932, 0.4806, 0.4835, 0.3933, 0.4471, 0.3085, -1.0234, 1.1948, -0.6207, -0.1226, -0.8003, -1.2275, -0.6326, 1.5017, 0.1639, 0.6268, -1.0634, -0.5624, -0.6975, -0.2926, -0.3272, 0.3537, 0.2909, 0.5451, 0.4947, 0.4000, 0.4182, 0.4331, 0.4029, 0.4291, 0.4147, -1.1768, 0.8139, -0.9952, -1.1669, 0.4347, 0.5054, 0.3365, 0.2942, 0.4556, 0.0668, 0.3185, 0.5760, 0.1948, 0.3753, -0.9225, 0.2246, -1.1994, -0.7641, 0.3842, 0.3136, -0.9531, -1.2684, 0.3666, 0.3180, 0.1777, 0.3639, 0.3051, 0.4206, 0.2420, 0.4285, 0.2138, 0.3644, 0.4541, 0.3326],
  "relative_energy_kj_mol": 79.2,
  "multiplicity": 1
}